No. 1
Below is a structure of composition C25H42Cl3MnN4O3Si at a distorted geometry, with properties calculated with the ωB97M-V functional and the def2-TZVPD basis.

Calculated values
* ⟨S²⟩: 8.76
* gap between HOMO and LUMO (alpha / beta): 3.48 / 3.48 eV
* E_LUMO (alpha / beta): 0.079 / 0.079 Eh

ORCA input file:
```
! RIJCOSX wB97M-V def2-TZVPD def2/J DEFGRID3
* xyz -1 6
C 1.5535 -1.6435 -4.5449
C 0.8033 -0.4996 -3.8657
H 1.9060 -1.3798 -5.5507
H 0.8903 -2.5082 -4.6458
H 2.4318 -1.9669 -3.9642
C -0.0483 0.3469 -4.5947
C -0.0855 0.4465 -6.0630
H -0.7641 0.9966 -4.0799
H -0.7294 -0.3233 -6.5236
H 0.9093 0.4711 -6.5731
H -0.5499 1.4129 -6.3286
Mn 2.1263 -1.2910 2.2108
Cl 3.3107 -3.1608 2.3678
Cl -0.0703 -1.8625 0.4800
C 0.5737 2.6363 2.5844
O -0.2926 1.7831 2.3921
N 0.3906 3.9701 2.4361
C -0.9302 4.4903 2.1371
C 1.5241 4.8808 2.3372
H 1.6053 2.3808 2.9070
H -1.6835 3.7383 2.3849
H -1.0070 4.7702 1.0788
H -1.1053 5.3980 2.7307
H 2.3954 4.3626 2.7353
H 1.3295 5.7981 2.9112
H 1.7168 5.1692 1.2934
H -2.1471 -1.8037 -2.2750
H -2.6432 0.7429 -3.5192
C -2.9377 -1.3551 -1.6573
C -3.2540 0.8862 -2.6162
N -2.7162 0.0790 -1.5212
H -2.9310 -1.8081 -0.6658
C -2.6145 0.6410 -0.2536
O -2.7092 0.0279 0.8013
H -3.2300 1.9513 -2.3397
H -2.4308 1.7378 -0.3016
H -3.9012 -1.5152 -2.1562
H -4.2888 0.5777 -2.8390
O 0.3972 -0.9578 -2.4926
C 1.4341 0.0133 -2.5171
C -0.1130 1.8589 -1.7791
C 1.1919 1.3650 -1.9688
H -0.9208 1.1270 -1.7498
C -0.3767 3.2275 -1.6285
H 2.4515 -0.3676 -2.3714
C 2.2439 2.2760 -1.7005
H -1.4125 3.5925 -1.6770
C 0.6862 4.1181 -1.3832
C 2.0025 3.6282 -1.3841
H 3.2673 1.9105 -1.7843
H 0.5005 5.1808 -1.1452
H 2.8370 4.3010 -1.1427
Si 0.2836 -3.7988 -0.3542
Cl 3.0447 0.6217 1.8295
C -1.2847 -4.6021 -0.9551
C 0.6268 -4.9238 1.1543
C 1.6950 -3.6386 -1.5216
H -1.8861 -3.9437 -1.5985
H -1.8910 -4.8613 -0.0562
H -1.0992 -5.5547 -1.4807
H 1.4521 -2.8714 -2.2496
H 1.8644 -4.5743 -2.0753
H 2.6605 -3.4069 -1.0435
H 1.4509 -4.4924 1.7518
H 0.9098 -5.9432 0.8190
H -0.2513 -5.0502 1.7919
N -1.1479 -0.8350 7.3120
C -0.5023 -0.9673 6.1221
C 0.8860 -1.2674 6.1024
C 1.5013 -1.3599 4.8760
N 0.8106 -1.1615 3.7198
C -0.4966 -0.8106 3.7328
C -1.1996 -0.7360 4.9112
H -0.6699 -1.0038 8.1960
H -2.1353 -0.6185 7.3411
H 1.4248 -1.4033 7.0443
H 2.5571 -1.6105 4.7392
H -0.9404 -0.5964 2.7700
H -2.2493 -0.4415 4.9362
*
```

Charges in e, computed with Mulliken, in the same order as the atoms: -1.61, 1.45, 0.39, 0.20, 0.37, -0.32, -1.89, 0.11, 0.21, 0.36, 0.37, 0.59, -0.62, 0.20, 0.20, -0.52, 0.21, -0.90, -0.80, 0.17, 0.23, 0.23, 0.37, 0.28, 0.30, 0.23, -0.01, 0.29, -0.89, -0.81, 0.42, 0.40, 0.31, -0.60, 0.24, 0.14, 0.26, 0.36, -0.34, -0.90, 1.00, -0.05, 0.41, -0.96, 0.20, -0.40, 0.23, -0.51, -0.68, 0.33, 0.46, 0.37, 0.18, -0.59, -0.96, -0.81, -0.23, 0.25, 0.22, 0.37, -0.30, 0.44, 0.29, 0.08, 0.30, 0.24, -0.46, 1.30, -0.93, -0.19, 0.21, -0.49, -0.71, 0.18, 0.19, 0.30, 0.42, 0.27, 0.32

=====

No. 2
Below is a structure of composition C4H6OY at a distorted geometry, with properties calculated with the ωB97M-V functional and the def2-TZVPD basis.

Calculated values
* gap between HOMO and LUMO (alpha / beta): 4.51 / 4.33 eV
* E_LUMO (alpha / beta): -0.604 / -0.605 Eh

ORCA input file:
```
! RIJCOSX wB97M-V def2-TZVPD def2/J DEFGRID3
* xyz 3 1
C -1.3895 0.9835 0.0635
C -1.1976 -0.3960 0.5135
C -0.0236 -1.0605 0.2234
C 1.0315 -0.3338 -0.4295
O 2.1525 -0.1574 0.1371
Y 4.2897 0.5861 -0.1561
H -1.3453 1.6755 0.9157
H -2.3505 1.0962 -0.4558
H -2.1011 -1.0076 0.5787
H 0.1880 -2.0394 0.6556
H 1.0189 -0.5289 -1.5225
H -0.2730 1.1823 -0.5237
*
```

Charges in e, computed with Mulliken, in the same order as the atoms: -0.51, -0.11, -0.11, -0.23, -0.53, 2.42, 0.35, 0.34, 0.39, 0.43, 0.43, 0.13

=====

No. 3
Below is the ion C9H21N2O2S with charge +1 at a distorted geometry, with properties calculated with the ωB97M-V functional and the def2-TZVPD basis.

Calculated values
* SMILES: C=C(NC(C)(C)[NH3+])S(=O)(=O)CCCC
* gap between HOMO and LUMO: 9.89 eV
* E_LUMO: -0.119 Eh

ORCA input file:
```
! RIJCOSX wB97M-V def2-TZVPD def2/J DEFGRID3
* xyz 1 1
C -1.1615 2.1153 -0.1234
C -1.0935 0.8146 -0.4779
N -2.1085 -0.0022 -0.8240
C -3.1439 -0.3522 0.0123
C -2.9753 0.0578 1.4364
C -3.5729 -1.7111 -0.1825
N -4.2734 0.7501 -0.4578
S 0.3923 -0.3246 -0.3343
O 0.1144 -1.0963 0.8512
O 0.3214 -1.0819 -1.5487
C 1.9259 0.7262 -0.2915
C 3.1120 -0.1124 -0.0473
C 4.4255 0.7403 0.0363
C 5.6320 -0.1070 0.0112
H -0.4566 2.7292 0.4440
H -2.2284 2.5817 -0.0273
H -1.7178 -0.7498 -1.2369
H -3.1908 1.2170 1.6665
H -1.9899 -0.2577 1.7814
H -3.7875 -0.4124 1.9226
H -3.5006 -2.0652 -1.2468
H -3.0148 -2.2166 0.5650
H -4.6659 -1.8343 -0.0643
H -3.7414 1.5871 -0.1837
H -4.3292 0.7471 -1.4611
H -5.2714 0.6024 0.0771
H 1.7409 1.5856 0.3853
H 1.8691 1.0645 -1.4341
H 2.8295 -0.9505 0.6807
H 3.1730 -0.8454 -0.9734
H 4.2988 1.1524 1.0116
H 4.5077 1.4306 -0.8026
H 5.6384 -0.8220 -0.8516
H 6.5337 0.4784 0.0540
H 5.7306 -0.8980 0.8129
*
```

Charges in e, computed with Mulliken, in the same order as the atoms: -0.81, 0.20, -0.30, 0.81, -1.42, -1.55, -0.31, 1.39, -0.67, -0.70, -0.64, -0.82, -0.17, -1.36, 0.21, 0.30, 0.29, 0.33, 0.31, 0.54, 0.40, 0.41, 0.41, 0.17, 0.38, 0.42, 0.44, 0.37, 0.41, 0.34, 0.29, 0.32, 0.31, 0.37, 0.32

=====

No. 4
Below is a structure of composition C22H55O23S6V at a distorted geometry, with properties calculated with the ωB97M-V functional and the def2-TZVPD basis.

Calculated values
* ⟨S²⟩: 0.77
* gap between HOMO and LUMO (alpha / beta): 7.94 / 8.31 eV
* E_LUMO (alpha / beta): 0.050 / 0.059 Eh

ORCA input file:
```
! RIJCOSX wB97M-V def2-TZVPD def2/J DEFGRID3
* xyz -1 2
O 17.8246 -1.3096 -11.8729
V 16.8332 -2.5062 -11.6815
C 15.0869 -4.1938 -15.3778
C 15.0171 -3.1428 -14.2801
C 13.9227 -3.4800 -13.2621
O 16.2272 -2.7668 -13.7166
H 14.1067 -4.4988 -15.7490
H 15.6340 -5.1244 -15.2046
H 15.5900 -3.7089 -16.2220
H 14.6774 -2.2305 -14.8008
H 12.9986 -3.8398 -13.7167
H 13.6493 -2.6148 -12.6537
H 14.3259 -4.2698 -12.6182
C 16.2786 -3.4940 -9.2402
O 16.0577 -3.9189 -8.0891
O 15.7799 -3.9063 -10.3486
O 17.0747 -2.5126 -9.5568
O 15.4627 -8.8756 -11.0597
S 15.2349 -8.8253 -9.6366
O 14.3857 -9.8400 -9.0910
O 16.6849 -8.8783 -8.8960
C 17.7217 -8.0560 -9.3945
C 19.0923 -8.5135 -8.8927
C 14.7158 -7.1619 -9.1935
H 17.6345 -6.9867 -9.1539
H 17.6455 -8.0389 -10.4873
H 19.8536 -8.1080 -9.5587
H 19.1566 -9.6001 -8.9044
H 19.2653 -8.1189 -7.8924
H 14.8743 -7.0416 -8.1254
H 13.6672 -7.0647 -9.4713
H 15.2953 -6.4658 -9.7997
O 12.8505 -0.3664 -10.4698
S 14.2767 -0.2390 -10.3076
O 15.1911 -1.0051 -11.1053
O 14.6240 1.3259 -10.4272
C 15.9748 1.7576 -10.6326
C 16.4783 2.4216 -9.3720
C 14.6841 -0.4776 -8.5361
H 16.0303 2.4323 -11.4909
H 16.6119 0.9565 -11.0227
H 15.8107 3.2629 -9.1473
H 17.4404 2.9212 -9.4860
H 16.4482 1.8150 -8.4696
H 14.2286 -1.4119 -8.2149
H 14.2874 0.3697 -7.9878
H 15.7666 -0.5897 -8.4725
O 17.4241 -5.4558 -4.4636
S 17.7726 -6.6024 -5.2565
O 18.9754 -7.3563 -5.0344
O 16.4755 -7.5958 -5.2673
C 16.6842 -8.8925 -5.8400
C 15.4883 -9.7990 -5.6115
C 17.7575 -6.0752 -6.9972
H 17.5243 -9.3713 -5.3351
H 16.8233 -8.7453 -6.9143
H 14.5399 -9.2768 -5.7344
H 15.5630 -10.3248 -4.6614
H 15.5131 -10.5697 -6.3846
H 16.7650 -5.6803 -7.2159
H 17.9396 -6.9412 -7.6278
H 18.4340 -5.2312 -7.1062
O 22.2600 -4.7278 -7.8324
S 21.1689 -3.7993 -7.6293
O 20.6768 -3.5054 -6.2945
O 21.5565 -2.4160 -8.4003
C 20.7137 -1.3016 -8.1104
C 21.2975 -0.3909 -7.0472
C 19.7845 -4.3936 -8.5943
H 19.6770 -1.5862 -7.9368
H 20.7399 -0.6614 -8.9955
H 22.3654 -0.1797 -7.1555
H 21.1586 -0.7354 -6.0213
H 20.8999 0.6230 -7.1341
H 20.0500 -5.4284 -8.8035
H 19.6651 -3.8223 -9.5057
H 18.8923 -4.3810 -7.9719
O 17.9563 0.2559 -6.9168
S 17.5159 -0.4676 -5.7414
O 18.1995 -0.3388 -4.4682
O 15.9354 -0.1368 -5.5202
C 15.4105 -0.2663 -4.1897
C 13.9092 -0.1052 -4.1945
C 17.3505 -2.2558 -5.9877
H 15.8525 0.5512 -3.6160
H 15.7424 -1.1848 -3.7013
H 13.5328 -0.1123 -3.1701
H 13.3364 -0.8364 -4.7612
H 13.6894 0.9069 -4.5432
H 18.1545 -2.7171 -6.5552
H 16.3909 -2.4240 -6.4693
H 17.3551 -2.7182 -5.0010
O 11.8188 -6.0023 -8.9418
S 11.5378 -4.7104 -8.3700
O 10.1755 -4.2550 -8.1962
O 12.2827 -4.6627 -6.9135
C 13.6419 -5.1069 -6.9434
C 14.4122 -4.3631 -5.8723
C 12.5886 -3.4939 -9.1613
H 14.1402 -4.9992 -7.9094
H 13.6768 -6.1810 -6.7329
H 15.4725 -4.3495 -6.1153
H 14.2422 -4.7515 -4.8698
H 14.0760 -3.3219 -5.8557
H 13.6254 -3.8033 -9.2802
H 12.5165 -2.6043 -8.5349
H 12.1516 -3.1931 -10.1126
*
```

Mulliken atomic charge list, values in e, 99 entries: -0.51, 0.84, -1.52, 0.95, -0.95, -0.76, 0.37, 0.31, 0.38, 0.13, 0.50, 0.08, 0.01, 0.06, 1.67, -0.88, -0.58, -0.72, 1.42, -0.67, -0.58, -0.36, -1.31, -0.11, 0.33, 0.70, 0.38, 0.40, 0.31, -0.49, 0.56, 0.01, -0.67, 1.21, -0.41, -0.44, 0.10, -0.83, -0.03, 0.34, -0.07, 0.32, 0.41, 0.00, -0.50, 0.82, -0.37, -0.65, 1.35, -0.71, -0.34, 0.76, -1.49, 3.59, 0.45, -0.28, 0.28, 0.40, 0.39, -0.28, -2.25, -1.38, -0.71, 1.24, -0.57, -0.39, 0.53, -1.38, 0.03, -0.29, 0.36, 0.38, 0.29, 0.36, 0.38, 0.50, -0.70, -0.54, 1.33, -0.76, -0.27, -0.21, -1.27, 0.42, 0.31, 0.36, 0.41, 0.26, 0.32, -0.59, -0.33, 0.46, -0.66, 1.23, -0.68, -0.52, 1.18, -0.43, -0.48

=====

So what do the calculations give for energy above the lowest of the compared OMol25 structures with the same formula, charge and spin? Going down the list: 4.003, 0.000, 2.063, 0.000 eV.